Model w:
8
Properties=species:S:1:pos:R:3:nbo_charge:R:1 method="wB97M-V/def2-TZVPD" charge=0 e_lumo_ev="-1.354 / -0.331" orbital_gap_ha="0.3148 / 0.3149" molar_mass_g_mol=96.0
C -0.75 -0.41 -0.39 -0.813
C -0.60 0.64 -1.46 0.464
F -0.40 1.93 -1.17 -0.318
F -1.31 0.66 -2.61 -0.329
P 0.76 -0.63 -1.42 0.470
H -0.66 -0.23 0.67 0.269
H -1.44 -1.34 -0.36 0.270
H 3.20 -0.50 0.36 -0.014

Model x:
8
Properties=species:S:1:pos:R:3:nbo_charge:R:1 method="wB97M-V/def2-TZVPD" charge=0 e_lumo_ev=-0.428 orbital_gap_ha=0.3396 smiles="FC/C=P/F" molar_mass_g_mol=96.0
C 0.32 -0.13 0.98 -0.003
C 0.63 0.91 -0.06 -0.729
F 1.72 3.08 -0.83 -0.579
F -0.57 0.26 1.88 -0.343
P 1.73 2.14 0.45 1.090
H 1.27 -0.31 1.43 0.155
H 0.06 -1.07 0.47 0.172
H -0.14 1.30 -0.80 0.238

Most stable structure - model x; separation to the second - 0.1621 hartree.

Model w:
63
Properties=species:S:1:pos:R:3:nbo_charge:R:1 method="wB97M-V/def2-TZVPD" charge=0 e_lumo_ev=0.578 orbital_gap_ha=0.3872 smiles=CC(C)O.CC(C)O.CCO.CCO.CCO.CO.CO molar_mass_g_mol=322.5
C -4.58 -6.66 -6.68 -0.633
C -3.59 -7.14 -7.80 0.095
C -4.31 -7.19 -9.12 -0.644
O -2.46 -6.34 -7.96 -0.704
H -4.85 -5.60 -6.77 0.217
H -4.22 -7.00 -5.71 0.216
H -5.59 -7.04 -6.77 0.213
H -3.33 -8.15 -7.49 0.147
H -3.91 -7.82 -9.91 0.204
H -4.25 -6.17 -9.49 0.215
H -5.36 -7.47 -9.01 0.211
H -1.95 -6.82 -8.62 0.464
C 5.02 1.35 4.14 -0.630
C 6.11 1.56 5.21 0.096
C 6.59 3.00 5.42 -0.625
O 5.50 1.28 6.45 -0.741
H 5.29 1.82 3.19 0.209
H 4.08 1.62 4.62 0.226
H 4.91 0.30 3.90 0.207
H 6.93 0.86 5.02 0.160
H 7.24 3.31 4.60 0.196
H 7.16 3.14 6.34 0.213
H 5.82 3.78 5.41 0.214
H 6.01 0.67 6.99 0.474
C -0.37 3.12 12.03 -0.636
C 0.46 2.34 11.07 -0.057
O 1.33 3.22 10.34 -0.731
H -0.74 2.45 12.80 0.216
H -1.08 3.80 11.54 0.217
H 0.38 3.77 12.49 0.218
H -0.11 1.80 10.32 0.152
H 1.02 1.54 11.55 0.153
H 1.90 2.69 9.78 0.469
C -2.31 -0.54 2.77 -0.634
C -1.86 -1.23 1.47 -0.057
O -2.97 -1.79 0.75 -0.735
H -2.82 -1.30 3.36 0.215
H -2.94 0.30 2.49 0.215
H -1.51 -0.18 3.43 0.217
H -1.18 -2.06 1.66 0.153
H -1.39 -0.60 0.72 0.157
H -2.62 -2.20 -0.05 0.468
C -3.41 4.42 -3.67 -0.619
C -3.60 5.84 -4.10 -0.062
O -3.81 6.65 -2.95 -0.729
H -3.11 3.85 -4.55 0.208
H -4.33 3.96 -3.30 0.207
H -2.61 4.28 -2.95 0.214
H -4.38 5.91 -4.86 0.159
H -2.68 6.12 -4.61 0.151
H -4.24 7.48 -3.17 0.471
C 2.70 3.17 -4.33 -0.265
O 2.48 3.75 -5.59 -0.716
H 3.68 2.78 -4.04 0.170
H 2.45 4.07 -3.78 0.168
H 1.84 2.51 -4.25 0.188
H 3.17 4.41 -5.68 0.455
C 2.07 -3.84 -3.63 -0.244
O 0.68 -4.07 -3.66 -0.730
H 2.60 -4.77 -3.43 0.162
H 2.44 -3.41 -4.57 0.164
H 2.18 -3.12 -2.82 0.181
H 0.39 -4.38 -4.53 0.468

Model x:
63
Properties=species:S:1:pos:R:3:nbo_charge:R:1 method="wB97M-V/def2-TZVPD" charge=0 e_lumo_ev=0.287 orbital_gap_ha=0.3105 molar_mass_g_mol=322.5
C -11.29 -16.13 -23.66 -0.629
C -12.24 -14.94 -23.59 -0.079
O -11.56 -13.94 -22.82 -0.783
H -11.53 -16.87 -24.43 0.197
H -11.19 -16.72 -22.75 0.170
H -10.27 -15.79 -23.88 0.213
H -13.17 -15.34 -23.17 0.171
H -12.48 -14.55 -24.58 0.158
H -10.69 -13.73 -23.18 0.437
C -10.81 -14.95 -20.48 -0.705
C -11.67 -14.97 -19.23 -0.095
O -13.05 -15.18 -19.39 -0.773
H -11.13 -14.10 -21.08 0.324
H -10.97 -15.84 -21.09 0.188
H -9.75 -14.93 -20.23 0.183
H -11.54 -14.05 -18.65 0.167
H -11.36 -15.75 -18.54 0.167
H -13.20 -16.04 -19.79 0.441
C -15.35 -12.86 -19.83 -0.632
C -14.49 -13.48 -20.92 -0.060
O -13.15 -13.32 -20.57 -0.776
H -15.12 -13.36 -18.89 0.206
H -16.41 -13.06 -20.00 0.185
H -15.32 -11.79 -19.62 0.203
H -14.62 -13.05 -21.91 0.172
H -14.78 -14.52 -21.07 0.134
H -12.89 -14.04 -19.99 0.464
C -9.24 -11.49 -19.80 -0.632
C -9.89 -12.40 -20.90 -0.097
O -9.23 -12.30 -22.11 -0.659
H -8.18 -11.70 -19.79 0.186
H -9.65 -11.70 -18.81 0.223
H -9.41 -10.44 -20.06 0.213
H -10.96 -12.16 -20.96 0.242
H -9.71 -13.42 -20.56 0.188
H -8.31 -12.45 -21.89 0.489
C -14.03 -16.64 -22.17 -0.653
C -13.21 -17.59 -21.24 -0.086
O -13.30 -17.07 -19.93 -0.632
H -15.09 -16.69 -21.89 0.209
H -13.97 -16.88 -23.23 0.225
H -13.75 -15.60 -22.06 0.249
H -12.16 -17.40 -21.44 0.195
H -13.35 -18.67 -21.22 0.195
H -14.03 -17.50 -19.49 0.501
C -8.64 -15.34 -22.12 -0.649
C -8.48 -14.40 -23.30 -0.083
O -9.68 -13.73 -23.53 -0.715
H -9.11 -14.73 -21.35 0.202
H -7.71 -15.79 -21.76 0.208
H -9.34 -16.15 -22.34 0.224
H -8.27 -14.97 -24.21 0.185
H -7.66 -13.69 -23.20 0.151
H -9.53 -12.94 -23.01 0.467
C -14.12 -13.79 -17.25 -0.634
C -12.67 -13.88 -16.93 -0.040
O -12.42 -13.42 -15.60 -0.722
H -14.32 -12.72 -17.19 0.182
H -14.81 -14.26 -16.54 0.206
H -14.41 -14.15 -18.23 0.242
H -12.02 -13.47 -17.70 0.151
H -12.46 -14.94 -16.77 0.169
H -12.82 -12.55 -15.54 0.451

Most stable structure - model w; separation to the second - 0.4035 hartree.

Model w:
20
Properties=species:S:1:pos:R:3:nbo_charge:R:1 method="wB97M-V/def2-TZVPD" charge=0 e_lumo_ev=0.779 orbital_gap_ha=0.3383 smiles="CC(=C=N)C(N)(N)CO" molar_mass_g_mol=129.2
C 0.79 -1.44 0.59 -0.123
C -0.42 2.27 -0.57 -0.611
C -0.33 -0.33 -0.37 0.305
C 0.84 1.00 1.18 0.438
C 0.02 1.02 0.15 -0.264
N -0.02 -0.54 -1.73 -0.846
N -1.65 -0.77 -0.10 -0.882
O 0.45 -2.71 0.06 -0.740
N 1.29 1.17 2.31 -0.643
H -0.50 -2.82 0.20 0.476
H 0.92 -0.23 -1.94 0.370
H -0.10 -1.53 -1.96 0.382
H -2.01 -0.48 0.80 0.382
H -2.31 -0.66 -0.86 0.387
H 2.28 1.01 2.48 0.373
H 1.85 -1.31 0.37 0.176
H 0.55 -1.41 1.66 0.163
H -1.50 2.25 -0.74 0.220
H -0.17 3.15 0.03 0.221
H 0.06 2.37 -1.55 0.218

Model x:
20
Properties=species:S:1:pos:R:3:nbo_charge:R:1 method="wB97M-V/def2-TZVPD" charge=0 e_lumo_ev=0.886 orbital_gap_ha=0.3386 molar_mass_g_mol=129.2
C 1.06 -1.99 -0.14 -0.741
C -2.77 0.62 0.46 -0.663
C 0.68 -0.62 -0.24 0.307
C -0.33 0.25 -0.16 0.022
C -1.75 -0.23 -0.26 0.286
N 2.84 1.20 0.22 -0.547
N -0.15 1.61 0.13 -0.814
O 2.26 -0.09 0.22 -0.526
N -2.16 -1.27 -0.85 -0.608
H 3.34 1.31 1.10 0.348
H 3.52 1.22 -0.54 0.341
H -0.74 2.22 -0.41 0.374
H 0.83 1.87 0.13 0.412
H -1.42 -1.83 -1.26 0.335
H 1.01 -2.55 -1.07 0.227
H 2.22 -1.68 0.09 0.327
H 0.63 -2.52 0.70 0.235
H -3.72 0.09 0.47 0.238
H -2.45 0.83 1.48 0.231
H -2.91 1.57 -0.05 0.215

Model y:
20
Properties=species:S:1:pos:R:3:nbo_charge:R:1 method="wB97M-V/def2-TZVPD" charge=0 e_lumo_ev=0.747 orbital_gap_ha=0.2834 molar_mass_g_mol=129.2
C 1.25 -0.42 2.61 -0.429
C -0.20 1.64 -1.57 -0.652
C 0.80 -0.25 0.30 0.559
C -0.03 -0.82 -0.94 -0.088
C -0.75 0.36 -1.01 0.236
N -0.63 -2.05 -0.78 -0.818
N -2.11 0.40 -0.70 -0.831
O 1.94 0.45 0.05 -0.699
N 0.44 -0.65 1.44 -0.566
H 2.09 0.44 -0.91 0.490
H -1.64 -2.11 -0.77 0.363
H -0.16 -2.68 -0.16 0.394
H -2.67 1.13 -1.13 0.399
H -2.42 -0.33 -0.07 0.400
H 0.96 0.53 3.07 0.193
H 1.06 -1.22 3.33 0.193
H 2.32 -0.37 2.40 0.185
H 0.07 2.35 -0.78 0.230
H 0.68 1.48 -2.19 0.221
H -0.97 2.11 -2.19 0.220

Most stable structure - model w; separation to the second - 0.0090 hartree.

Model w:
18
Properties=species:S:1:pos:R:3:nbo_charge:R:1 method="wB97M-V/def2-TZVPD" charge=0 e_lumo_ev="0.888 / -3.187" s_squared=0.76 orbital_gap_ha="0.3864 / 0.2364" spin_multiplicity=2 molar_mass_g_mol=116.1
C -0.82 -0.46 1.68 -0.088
O -0.58 0.94 1.88 -0.790
C -1.12 -0.68 0.14 -0.425
C 0.22 -1.23 -0.53 -0.419
C 1.37 -0.23 -0.49 -0.411
C 0.85 1.05 -1.40 0.540
N 0.20 1.98 -0.79 -0.766
O 1.06 0.83 -2.63 -0.227
H -1.73 -0.40 2.38 0.216
H 0.16 -0.94 2.04 0.171
H -1.47 0.16 -0.35 0.221
H -1.88 -1.55 0.19 0.213
H 0.48 -2.15 0.08 0.229
H -0.02 -1.26 -1.63 0.218
H 2.43 -0.44 -0.83 0.235
H 1.34 0.10 0.47 0.231
H 0.00 2.74 -1.40 0.354
H -0.49 1.54 1.19 0.496

Model x:
18
Properties=species:S:1:pos:R:3:nbo_charge:R:1 method="wB97M-V/def2-TZVPD" charge=0 e_lumo_ev="-1.827 / -1.581" s_squared=1.75 orbital_gap_ha="0.2835 / 0.3122" spin_multiplicity=2 molar_mass_g_mol=116.1
C -1.55 -0.87 0.92 -0.139
O -1.11 -0.29 2.07 -0.249
C -1.16 -0.05 -0.32 -0.147
C 0.18 -0.37 -0.98 -0.513
C 1.23 0.66 -0.77 -0.054
C 2.49 0.32 -0.23 0.264
O 2.87 -0.80 0.05 -0.496
N -2.31 0.31 -1.26 -0.352
H -1.23 -1.91 0.81 0.166
H -2.65 -0.90 0.95 0.193
H -1.31 0.99 0.00 0.237
H 0.57 -1.30 -0.58 0.251
H 0.02 -0.56 -2.05 0.245
H 0.99 1.43 2.41 0.024
H 1.03 1.67 -1.12 0.197
H 3.17 1.19 -0.10 0.121
H -2.63 -0.57 -1.69 0.277
H 1.39 1.07 1.90 -0.024

Most stable structure - model w; separation to the second - 0.1327 hartree.

Model w:
12
Properties=species:S:1:pos:R:3:nbo_charge:R:1 method="wB97M-V/def2-TZVPD" charge=0 e_lumo_ev=-0.936 orbital_gap_ha=0.2763 smiles="C=NSC(=S)/C=N/O" molar_mass_g_mol=148.2
C 0.32 0.13 1.94 -0.095
C 0.13 -0.66 0.81 -0.324
C -0.84 -0.86 -3.01 -0.062
H 1.06 3.16 2.05 0.493
H 0.30 -0.34 3.01 0.227
H -1.00 -1.80 -3.64 0.182
H -1.16 0.07 -3.57 0.171
N 0.50 1.39 1.64 -0.065
N -0.29 -1.10 -1.86 -0.547
O 0.92 2.24 2.57 -0.495
S 0.35 -2.34 0.77 0.000
S -0.29 0.12 -0.70 0.515

Model x:
12
Properties=species:S:1:pos:R:3:nbo_charge:R:1 method="wB97M-V/def2-TZVPD" charge=0 e_lumo_ev=-1.639 orbital_gap_ha=0.2481 molar_mass_g_mol=148.2
C 0.59 0.23 1.61 0.362
C -0.59 -1.03 -1.36 0.005
C 0.45 -1.00 -2.53 -0.355
H -1.22 3.60 2.86 0.146
H 1.59 0.00 1.93 0.186
H -1.70 -1.51 -1.64 0.240
H 1.58 -0.76 -2.43 0.246
N -0.43 1.16 1.85 -0.631
N -0.57 -0.69 -0.12 -0.113
O 0.57 -0.60 0.60 -0.333
S -0.06 2.28 3.13 0.137
S -0.21 -1.67 -3.91 0.109

Most stable structure - model w; separation to the second - 0.1032 hartree.

Model w:
21
Properties=species:S:1:pos:R:3:nbo_charge:R:1 method="wB97M-V/def2-TZVPD" charge=0 e_lumo_ev=0.402 orbital_gap_ha=0.3472 smiles="N[C@H](CS)CCS(=O)(=O)O" molar_mass_g_mol=185.3
C 0.38 -1.15 -0.26 -0.055
C 0.40 -1.12 1.28 -0.525
C -0.75 -0.32 -0.91 -0.422
C -0.95 1.09 -0.37 -0.656
H 1.00 -3.09 -0.20 0.361
H 0.58 -2.56 -1.69 0.361
H 1.29 -0.62 -0.63 0.187
H 1.27 -1.66 1.63 0.213
H 0.50 -0.12 1.69 0.238
H -0.95 -1.34 3.19 0.112
H -1.67 -0.94 -0.69 0.240
H -0.63 -0.30 -1.94 0.224
H -1.11 1.15 0.73 0.241
H -1.76 1.60 -0.85 0.255
H 0.52 4.16 -0.05 0.507
N 0.29 -2.54 -0.72 -0.830
O -0.23 3.57 -0.25 -0.865
O 0.87 2.05 -1.92 -0.931
O 1.49 1.90 0.48 -0.934
S -1.04 -1.93 2.03 -0.046
S 0.49 2.16 -0.54 2.324

Model x:
21
Properties=species:S:1:pos:R:3:nbo_charge:R:1 method="wB97M-V/def2-TZVPD" charge=0 e_lumo_ev=0.300 orbital_gap_ha=0.3201 smiles="CN(C)CCSS(=O)(=O)O" molar_mass_g_mol=185.3
C 0.65 0.24 2.03 -0.413
C -1.38 1.53 2.18 -0.407
C -1.01 0.13 0.13 -0.236
C -0.43 -1.19 -0.47 -0.520
H 1.11 -0.71 1.75 0.195
H 0.77 0.35 3.13 0.207
H 1.15 1.07 1.49 0.161
H -1.15 1.62 3.28 0.203
H -0.91 2.37 1.68 0.165
H -2.38 1.49 1.94 0.198
H -2.11 0.10 -0.12 0.211
H -0.53 1.01 -0.32 0.192
H 0.63 -1.51 -0.27 0.259
H -1.10 -1.99 -0.20 0.232
H 2.29 -2.13 -3.63 0.520
N -0.70 0.28 1.63 -0.448
O 1.98 -1.75 -2.75 -0.901
O 1.60 0.54 -1.88 -0.898
O 1.12 -0.06 -4.36 -0.891
S -0.72 -1.02 -2.28 0.035
S 1.11 -0.36 -2.95 2.139

Most stable structure - model w; separation to the second - 0.0478 hartree.